[1]
Entry from the OMol25 dataset: 2 unconnected molecules or ions with the total composition C15H15N5O3S at a distorted geometry (ωB97M-V/def2-TZVPD).

Results
orbital gap	4.8	eV
max |F|	3.20	eV/Å
electronic energy	-1478.01201	Ha
LUMO level	-2.0	eV
energy above the lowest of the compared OMol25 structures with the same formula, charge and spin	713.4	kJ/mol

```
39
Properties=species:S:1:pos:R:3:forces:R:3:lowdin_charge:R:1
C 2.5119 0.6643 -1.1233 0.71 0.31 -0.04 -0.2742
S 2.3464 -0.0008 -2.8130 -0.19 -0.73 0.82 1.0004
C 3.8426 -1.0514 -2.8259 -0.44 0.49 -0.07 -0.2498
C 1.1594 -1.1986 -2.5701 0.89 -0.88 -0.50 -0.4277
C -0.2091 -0.9257 -2.5183 -0.83 0.36 -0.21 -0.3289
C -1.1323 -1.9832 -2.2234 0.10 0.59 -0.09 -0.0478
C -2.4900 -1.7328 -2.1765 0.20 -0.13 -0.02 -0.0468
C -2.9868 -0.4403 -2.4216 0.12 0.12 -0.02 -0.2667
C -4.3973 -0.1971 -2.4009 -2.20 0.40 0.04 -0.2081
N -5.5519 0.0018 -2.3911 2.28 -0.40 -0.01 0.1235
C -2.0938 0.6103 -2.6987 -0.11 0.02 -0.02 -0.0457
C -0.7320 0.3861 -2.7457 -0.17 -0.50 0.22 -0.0718
H 1.6279 1.2645 -0.8877 0.15 -0.15 -0.22 0.0408
H 2.5869 -0.1927 -0.4447 -0.02 0.17 -0.19 0.0590
H 3.4100 1.2908 -1.0878 -0.18 0.05 0.20 0.0545
H 3.8560 -1.5839 -3.7816 -0.01 0.12 0.26 0.0627
H 4.7135 -0.3940 -2.7328 -0.20 -0.21 -0.01 0.0582
H 3.7530 -1.7398 -1.9798 0.10 0.12 -0.22 0.0598
H 1.5452 -2.2141 -2.4906 -0.07 0.31 0.14 0.0656
H -0.7238 -2.9784 -2.0348 -0.25 0.26 -0.06 0.1076
H -3.1940 -2.5394 -1.9531 0.26 0.28 -0.09 0.1187
H -2.4908 1.6124 -2.8839 0.12 -0.36 0.06 0.1203
H -0.0531 1.2120 -2.9739 -0.23 -0.20 0.05 0.0884
C -1.0636 -1.7959 4.8626 -0.40 -0.07 0.21 -0.0532
O -1.7723 -0.5539 4.6144 0.77 0.07 -0.43 -0.0208
C -1.1016 0.3066 3.8428 -1.87 1.51 0.18 -0.3956
N -1.7140 1.4737 3.5878 -0.12 -1.95 1.08 0.2185
C -1.0049 2.3030 2.8525 1.02 2.33 -1.63 -0.2799
N -1.3499 3.5736 2.4418 1.31 -2.48 0.52 0.1295
O -0.2726 4.0160 1.7077 1.08 -1.83 0.28 0.0203
N 0.7957 2.9747 1.6503 -1.18 0.81 0.16 -0.1400
O 1.8051 3.2292 1.0181 -0.78 -0.42 0.58 0.0605
C 0.3145 1.9237 2.3700 -0.80 2.50 -0.81 -0.1012
C 0.8523 0.6787 2.6666 -1.21 -0.60 1.11 0.0199
N 0.0973 -0.1152 3.4289 2.72 0.45 -1.63 0.1464
H -1.7554 -2.3546 5.4864 0.09 -0.08 -0.01 0.0910
H -0.8577 -2.3297 3.9290 -0.13 0.15 0.23 0.0905
H -0.1194 -1.6179 5.3876 -0.28 0.00 -0.09 0.0897
H 1.8480 0.4182 2.3128 -0.23 -0.42 0.23 0.1325
```
Positions in Å, forces in eV/Å.

---

[2]
Entry from the OMol25 dataset: a molecular structure, C21H37F6N2O11S2 at a distorted geometry (ωB97M-V/def2-TZVPD).

Results
orbital gap	8.4	eV
max |F|	4.61	eV/Å
electronic energy	-3154.95817	Ha
LUMO level	1.9	eV
net charge	-1

```
79
Properties=species:S:1:pos:R:3:forces:R:3:lowdin_charge:R:1
C 1.4881 -2.8823 3.7218 -0.26 -0.39 -0.05 -0.1204
O 1.6860 -2.9460 2.2658 -1.25 1.81 1.52 -0.2083
C 0.9345 -1.8221 1.7479 0.48 1.37 -2.31 -0.2516
C 1.0999 -1.6411 0.1439 -0.73 -0.09 0.64 -0.1491
C 0.3253 -2.7539 -0.7069 0.48 0.42 -0.49 -0.1851
C -1.2786 -2.5948 -0.6941 0.78 -0.59 -0.26 -0.1975
C -1.8083 -1.2668 -1.4088 -0.84 0.27 -0.61 -0.1866
C -3.1909 -0.7044 -0.7999 0.22 -1.08 0.67 -0.2017
C -2.9366 0.2153 0.4869 -1.13 -0.44 0.18 -0.1816
C -2.8923 1.7925 0.1969 -0.39 -0.38 -0.02 -0.0950
C -1.6555 2.5639 0.8943 -2.42 1.31 0.27 -0.3449
C -2.2210 2.9760 2.3609 2.09 0.40 0.38 -0.0949
C -2.2775 1.7352 3.3730 -0.22 0.25 0.34 -0.1602
C -3.7464 1.3410 3.8844 0.17 -1.67 0.37 -0.2640
N -4.8576 1.6894 2.9422 -0.62 0.02 1.10 -0.0406
O -0.4418 1.7755 0.8254 0.35 1.02 -3.03 0.0529
C 0.0473 2.0606 -0.4897 1.84 -0.15 -2.39 -0.3949
O 1.0189 1.6075 -1.1034 -3.33 0.92 3.05 0.1287
O -0.7163 3.0972 -1.1713 0.12 -1.48 2.73 -0.0004
C -1.2789 3.8118 -0.0129 0.37 -0.34 0.63 -0.1634
C -0.0576 4.7720 0.3986 -1.72 1.59 0.41 -0.1128
O 0.5962 4.4311 1.6404 1.45 -0.17 -1.76 -0.1141
C 1.9514 3.9993 1.4561 0.70 -0.85 0.37 -0.2031
O 2.0613 2.7189 2.1543 1.17 1.65 -0.55 -0.1621
C 3.4293 2.4544 2.5385 -0.13 -1.17 1.32 -0.1768
C 3.4682 2.5325 4.1581 -0.89 -1.24 -1.10 -0.2125
O 2.7576 3.6757 4.6723 0.28 -0.46 -0.18 -0.1044
H 2.4898 -2.9341 4.2611 -1.29 -0.25 -0.74 0.0903
H 0.9747 -1.9147 4.0516 0.75 -1.22 -0.57 0.0795
H 0.7779 -3.7354 3.9763 1.11 0.94 0.08 0.0924
H -0.1917 -1.8765 1.9346 1.37 -0.21 0.18 0.1124
H 1.3441 -0.8362 2.1934 -0.69 -1.45 -0.38 0.1210
H 0.5885 -0.6359 -0.0844 1.02 -1.39 0.37 0.0770
H 2.2104 -1.5538 -0.1506 -1.75 -0.25 0.48 0.1299
H 0.6271 -3.7914 -0.3426 -0.49 1.30 -0.45 0.1164
H 0.7069 -2.6629 -1.7913 -0.73 -0.25 1.62 0.0953
H -1.6773 -3.5018 -1.2859 0.45 1.42 0.95 0.1186
H -1.6362 -2.7362 0.3810 0.23 0.49 -1.29 0.0961
H -1.0682 -0.3927 -1.3941 -0.75 -1.40 -0.05 0.1011
H -2.0058 -1.5419 -2.5114 0.54 0.54 1.64 0.1216
H -3.7698 -1.6320 -0.4264 0.74 1.37 -0.61 0.1075
H -3.8701 -0.2123 -1.5767 1.11 -0.42 1.02 0.1083
H -2.0275 -0.2028 1.0296 -0.96 0.75 -0.79 0.0985
H -3.8329 0.0389 1.1931 1.44 0.27 -0.95 0.0917
H -2.9538 1.9339 -0.9315 0.50 -0.04 1.38 0.1240
H -3.8615 2.2462 0.6262 1.58 -0.67 -0.66 0.1081
H -1.5001 3.7445 2.8332 -1.01 -1.15 -0.88 0.1150
H -3.2062 3.5251 2.2172 1.15 -1.07 0.10 0.1143
H -1.6551 1.9727 4.3105 -0.84 -0.32 -1.46 0.1115
H -1.7904 0.8315 2.8851 -0.67 1.18 0.63 0.0930
H -3.7547 0.1889 3.9783 0.19 1.71 0.08 0.1123
H -3.9834 1.7158 4.9494 0.58 -0.25 -1.73 0.1120
H -5.5687 2.1982 3.4962 0.56 -0.30 -0.68 0.0694
H -5.3478 0.8361 2.6306 0.54 0.63 0.21 0.0647
H -2.2293 4.4171 -0.1635 1.30 -0.85 -0.63 0.1702
H 0.6286 4.8604 -0.5035 -0.68 -0.37 1.29 0.1449
H -0.5102 5.8247 0.5532 0.73 -1.51 -0.15 0.1368
H 2.7245 4.7476 1.8752 -1.42 -0.97 -0.26 0.1490
H 2.2498 3.7912 0.3760 -0.81 0.45 1.04 0.1454
H 4.2070 3.1164 2.0357 -1.12 -0.70 0.57 0.1277
H 3.6299 1.3463 2.2875 -0.08 1.76 0.13 0.1359
H 2.8921 1.5976 4.5142 1.14 1.18 -0.48 0.1242
H 4.5535 2.4608 4.4901 -1.49 0.51 -0.05 0.1226
H 1.7898 3.5119 4.5970 1.18 -0.03 -0.22 0.0965
C 2.6700 -1.5177 -4.9658 0.91 1.49 -0.76 -0.6514
F 2.5700 -0.6799 -3.9166 -0.22 -0.71 -0.15 0.1174
F 2.1248 -0.8770 -6.0244 -0.07 -0.41 0.38 0.1054
F 3.9884 -1.6340 -5.2424 -0.45 -0.26 0.23 0.1053
S 1.8830 -3.1372 -4.6580 -0.53 0.29 1.65 0.5764
O 0.4875 -2.8218 -4.4086 0.81 -0.16 -0.52 -0.3054
O 2.5998 -3.6788 -3.5180 -0.20 0.26 -0.97 -0.2973
N 2.2177 -3.7781 -6.0692 -0.48 -0.45 0.68 -0.2954
S 1.6882 -5.2646 -6.2301 -0.81 -1.68 0.31 0.5833
O 0.2492 -5.4284 -6.3273 0.93 0.49 -0.09 -0.2994
O 2.3682 -6.2783 -5.4456 -0.12 0.90 -0.52 -0.2977
C 2.2931 -5.5231 -7.9348 0.80 0.28 -1.66 -0.6534
F 3.6348 -5.3849 -8.0282 -0.44 -0.10 0.33 0.1042
F 1.7676 -4.6318 -8.8053 -0.05 -0.26 0.49 0.1040
F 1.9990 -6.7473 -8.4147 -0.11 0.34 0.60 0.1131
```
Positions in Å, forces in eV/Å.

---

[3]
Entry from the OMol25 dataset: a molecular structure, C6F18O18S6V at a distorted geometry (ωB97M-V/def2-TZVPD).

Results
orbital gap (alpha / beta)	4.8 / 6.8	eV
max |F|	5.53	eV/Å
expectation value of S²	3.752
electronic energy	-6713.73877	Ha
LUMO level (alpha / beta)	8.1 / 8.1	eV
energy above the lowest of the compared OMol25 structures with the same formula, charge and spin	367.6	kJ/mol
spin multiplicity	4
net charge	-4

```
49
Properties=species:S:1:pos:R:3:forces:R:3:lowdin_charge:R:1
V 0.3471 0.1190 -0.0696 -0.73 0.93 -0.01 0.8093
C -3.4573 1.9821 2.0870 2.89 0.93 -1.26 -0.5572
F -4.1857 2.9943 2.6787 -0.28 -1.17 -1.15 0.0522
F -3.1896 1.1098 3.0436 -0.68 -0.44 -0.06 0.1190
F -4.0398 1.3658 1.0032 -0.16 1.14 2.14 0.0914
S -1.7225 2.7310 1.4420 2.08 1.85 -4.78 0.5758
O -0.9121 1.5696 0.9944 -1.34 0.25 1.99 -0.3783
O -1.9854 3.5430 0.2069 -1.26 -1.29 3.43 -0.3578
O -1.0851 3.5405 2.4809 -1.36 -1.14 0.62 -0.3543
C -3.5391 -0.3346 -2.8791 2.91 2.24 1.12 -0.6864
F -4.1597 -0.6272 -1.7635 -1.74 -0.24 0.66 0.1340
F -3.1223 -1.4624 -3.4038 -0.52 -0.77 -1.16 0.1395
F -4.3153 0.3951 -3.7232 -0.34 -1.06 0.13 0.0822
S -2.0234 0.7198 -2.4411 1.28 2.55 0.98 0.5047
O -1.2234 0.6110 -3.6135 0.08 -0.32 -1.99 -0.3008
O -2.4584 2.0865 -2.1356 -0.84 -2.40 -0.42 -0.3041
O -1.3521 0.0360 -1.3322 -1.66 -0.90 0.25 -0.3753
C 3.8280 -1.3955 1.8703 -1.15 1.38 1.20 -0.6009
F 4.2772 -1.9792 0.7862 0.16 -0.76 -0.39 0.1329
F 2.7204 -2.0216 2.3372 0.94 0.40 -0.67 0.1062
F 4.7699 -1.5519 2.8636 -0.14 0.15 -0.57 0.0521
S 3.5131 0.4732 1.4640 0.60 -0.02 -1.21 0.5161
O 3.4859 1.1541 2.7346 0.05 -0.36 0.11 -0.3161
O 4.6341 0.7917 0.5812 -0.10 -0.40 0.98 -0.3423
O 2.2736 0.4812 0.7028 0.27 -0.30 0.95 -0.3591
C -2.3509 -2.6886 1.9911 0.57 1.96 0.65 -0.5971
F -2.3083 -3.5841 1.0387 -0.09 -0.39 -0.50 0.1412
F -3.0707 -1.5974 1.5583 0.62 -1.27 0.39 0.0819
F -3.0496 -3.2312 3.0330 0.29 0.20 -0.33 0.0627
S -0.5807 -2.0932 2.5551 0.47 0.52 2.34 0.5659
O 0.1591 -3.3174 2.8996 -1.09 0.84 -1.02 -0.3519
O -0.0576 -1.3296 1.4151 -0.95 -1.21 1.22 -0.3700
O -0.8649 -1.2977 3.7850 -0.09 -1.01 -2.32 -0.3561
C 1.9802 3.9620 -0.3934 -3.21 -1.17 -0.29 -0.6368
F 1.3725 3.7371 0.7793 -0.32 0.56 -0.09 0.1138
F 2.0270 5.3103 -0.5829 0.72 -0.48 0.05 0.0769
F 3.1405 3.3994 -0.2646 1.88 0.29 -0.63 0.1535
S 0.9028 3.1296 -1.8035 -2.41 -0.45 -0.85 0.5943
O 0.7128 1.7104 -1.3701 1.18 2.38 -0.46 -0.3919
O -0.3772 3.8782 -1.8553 3.24 -0.68 0.23 -0.3348
O 1.7152 3.2173 -3.0250 0.02 0.28 1.21 -0.3644
C 2.4859 -3.6495 -2.2514 -1.89 0.73 1.72 -0.6333
F 3.0779 -4.0976 -1.1313 0.65 0.24 -0.23 0.0935
F 3.3068 -2.8760 -2.9529 0.18 -0.27 0.04 0.1298
F 2.2007 -4.7527 -2.9596 -0.06 0.01 -0.56 0.0887
S 0.8598 -2.7064 -1.6809 -2.33 1.09 0.74 0.5894
O 0.1163 -2.4545 -2.9152 1.12 -1.09 0.65 -0.3241
O 0.1716 -3.5762 -0.6863 1.93 0.87 -2.05 -0.3329
O 1.3524 -1.4237 -1.0979 0.60 -2.19 -0.83 -0.3807
```
Positions in Å, forces in eV/Å.

---

Which of these has the lowest max |F|?
C15H15N5O3S

---

The highest max |F| belongs to which entry?
C6F18O18S6V

---

Which formula does entry 1 have?
C15H15N5O3S